[1]
Density functional theory data (wB97M-V/def2-TZVPD) for the molecule C4H7NO in a non-equilibrium geometry.

* frontier orbital gap: 10.60 eV
* spin multiplicity: 1
* molecular weight: 85.11 g mol⁻¹
* energy above the lowest of the compared OMol25 structures with the same formula, charge and spin: 44.6 kcal per mole
* SMILES: O[C@H]1CCC=N1
* highest occupied orbital energy: -9.672 eV

```
13
Properties=species:S:1:pos:R:3:forces:R:3
C 0.566 1.359 0.093 0.4 0.8 -0.1
C 1.199 0.135 -0.457 2.3 -0.7 1.2
C 0.361 -1.043 0.120 -1.9 1.2 -1.0
C -0.982 -0.286 0.475 1.3 -0.2 0.7
N -0.576 1.170 0.558 -2.7 -0.3 0.7
O -2.016 -0.574 -0.450 0.0 1.6 -0.5
H 1.000 2.423 0.014 -0.6 -1.8 0.2
H 0.961 0.247 -1.483 0.9 -0.2 -1.6
H 2.330 0.180 -0.123 -2.0 -0.6 -1.4
H 0.064 -1.990 -0.431 1.0 1.4 0.2
H 0.763 -1.250 1.057 0.9 -0.9 1.5
H -1.325 -0.641 1.474 0.1 0.6 -0.6
H -2.344 0.271 -0.848 0.4 -1.0 0.6
```
Forces are in eV/Å.

---

[2]
Density functional theory data (wB97M-V/def2-TZVPD) for the molecule C4H7NO.

* frontier orbital gap: 8.37 eV
* spin multiplicity: 1
* molecular weight: 85.11 g mol⁻¹
* energy above the lowest of the compared OMol25 structures with the same formula, charge and spin: 70.3 kcal per mole
* SMILES: NC(O)=C1CC1
* highest occupied orbital energy: -7.480 eV

```
13
Properties=species:S:1:pos:R:3:forces:R:3
N 1.871 -0.236 -0.492 -0.1 -0.1 0.1
C 0.962 -0.054 0.487 -0.1 -0.1 -0.2
O 1.474 0.435 1.628 -0.1 0.2 0.0
C -0.383 -0.319 0.470 0.2 -0.1 -0.1
C -1.225 -0.688 -0.679 0.0 -0.1 -0.3
C -1.383 0.676 -0.048 -0.3 0.2 0.0
H 1.534 -0.248 -1.441 0.1 -0.1 0.2
H 2.838 0.004 -0.338 -0.1 -0.1 0.1
H 0.717 0.273 2.225 0.4 0.3 0.2
H -0.833 -0.769 -1.694 -0.1 0.2 0.0
H -2.002 -1.420 -0.454 0.2 0.1 -0.1
H -2.291 0.942 0.489 0.1 -0.2 0.0
H -0.982 1.496 -0.650 -0.1 -0.1 0.2
```
Forces are in eV/Å.

---

[3]
Density functional theory data (wB97M-V/def2-TZVPD) for the molecule C4H7NO in a non-equilibrium geometry.

* frontier orbital gap (spin up / spin down): 8.53 / 9.09 eV
* spin multiplicity: 1
* molecular weight: 85.11 g mol⁻¹
* energy above the lowest of the compared OMol25 structures with the same formula, charge and spin: 165.1 kcal per mole
* highest occupied orbital energy (spin up / spin down): -8.035 / -8.341 eV

```
13
Properties=species:S:1:pos:R:3:forces:R:3
O -1.908 1.183 0.334 -0.2 -0.1 -0.2
N -1.108 0.253 0.969 -1.0 0.0 -0.1
C -0.156 -0.268 0.031 1.0 1.4 0.2
C -0.109 -0.068 -1.453 -0.2 -0.1 -0.2
C 0.950 0.412 0.687 1.9 0.2 0.7
C 0.806 -1.009 0.907 0.6 -0.6 0.4
H -2.723 1.220 0.863 0.6 0.1 0.1
H -0.614 -0.868 -1.989 0.2 0.0 -0.4
H -0.595 0.890 -1.671 -0.1 -0.3 0.0
H 1.927 0.832 0.418 -1.0 0.8 -0.1
H 0.964 0.099 -1.713 -0.9 -0.7 -0.2
H 1.543 -1.670 0.471 -0.1 0.0 -0.2
H 0.617 -1.185 1.953 -0.8 -0.9 0.1
```
Forces are in eV/Å.